[1]
{
  "formula": "C18H18IrN2O5P",
  "method": "ωB97M-V/def2-TZVPD",
  "orbital_gap_ev": [7.3, 6.5],
  "spin_multiplicity": 2,
  "homo_ev": [-12.5, -12.7],
  "total_charge": 1,
  "e_above_lowest_ev": 0.0000,
  "s_squared": 0.7629,
  "species": ["Ir", "N", "C", "C", "O", "N", "C", "C", "O", "O", "H", "H", "H", "H", "H", "H", "O", "C", "O", "C", "P", "C", "C", "C", "C", "C", "C", "C", "C", "C", "C", "C", "C", "H", "H", "H", "H", "H", "H", "H", "H", "H", "H", "H", "H"],
  "coordinates": [[-0.23431, 0.12483, 0.37099], [-2.18703, -0.17851, 1.02744], [-3.08438, 0.17709, -0.10716], [-2.50333, 1.43239, -0.74609], [-3.13040, 2.30467, -1.26672], [-1.08096, 1.47476, -0.64376], [-0.43356, 2.75428, -0.53937], [-0.18626, 2.89176, 0.98875], [-0.08861, 3.88766, 1.61818], [-0.10520, 1.65061, 1.55054], [-2.35608, -1.13289, 1.33605], [-2.37808, 0.41425, 1.83707], [-4.11422, 0.34865, 0.19537], [-3.04978, -0.63828, -0.83186], [-1.01854, 3.56749, -0.95402], [0.57228, 2.69656, -0.96544], [3.71498, 0.03738, -0.64927], [2.61578, -0.30164, -0.32410], [1.59713, 0.55869, -0.27203], [2.34886, -1.76576, 0.04447], [0.57621, -2.11905, 0.25054], [0.20524, -3.12503, 1.68610], [0.26502, -4.51871, 1.66562], [0.04337, -5.23626, 2.83021], [-0.21818, -4.57108, 4.02084], [-0.25358, -3.18354, 4.05344], [-0.04448, -2.46072, 2.89020], [-0.09120, -2.79226, -1.28321], [0.45337, -2.28181, -2.46758], [-0.04839, -2.68935, -3.69128], [-1.09659, -3.60018, -3.74428], [-1.64770, -4.09453, -2.57158], [-1.15198, -3.69215, -1.33877], [2.85965, -1.99146, 0.98264], [2.79417, -2.39718, -0.72507], [0.51223, -5.05047, 0.75538], [0.08909, -6.31648, 2.80927], [-0.38258, -5.13589, 4.92848], [-0.43745, -2.66514, 4.98456], [-0.06342, -1.37486, 2.93160], [1.26996, -1.56853, -2.44390], [0.38292, -2.29812, -4.60254], [-1.48320, -3.92174, -4.70178], [-2.46432, -4.80265, -2.61099], [-1.61143, -4.07750, -0.43780]],
  "atomic_forces_ev_per_a": [[0.283, -0.095, 0.544], [-0.429, -0.326, 0.094], [0.248, 0.094, -0.030], [0.287, 0.035, -0.029], [-0.080, -0.071, 0.034], [-0.696, -0.043, -0.555], [0.363, 0.027, 0.315], [-0.038, 0.136, 0.006], [0.039, -0.104, -0.152], [-0.058, 0.196, 0.348], [-0.076, 0.027, -0.035], [0.055, 0.076, -0.084], [0.011, 0.067, 0.008], [-0.049, 0.008, 0.002], [-0.020, 0.028, -0.002], [-0.110, 0.079, -0.170], [0.054, -0.084, -0.047], [-0.048, 0.442, -0.055], [0.161, -0.305, -0.041], [-0.132, -0.380, -0.023], [-0.050, 0.205, -0.135], [0.139, -0.059, 0.048], [0.087, -0.054, -0.045], [0.002, 0.021, -0.004], [0.006, 0.022, -0.022], [-0.014, -0.032, 0.030], [-0.097, -0.007, -0.003], [0.250, 0.087, -0.108], [0.016, -0.058, -0.009], [-0.025, -0.023, -0.012], [0.041, 0.042, -0.004], [0.004, -0.009, 0.040], [-0.175, 0.041, 0.038], [-0.002, 0.068, 0.018], [0.038, -0.022, 0.043], [-0.067, 0.035, -0.062], [0.001, 0.000, 0.006], [-0.004, 0.002, 0.002], [-0.004, 0.003, -0.001], [0.029, -0.012, -0.024], [-0.016, -0.017, 0.006], [-0.009, -0.002, -0.004], [-0.005, -0.005, 0.003], [-0.001, 0.000, -0.005], [0.093, -0.029, 0.079]],
  "lowdin_spin": [0.464, 0.000, -0.002, 0.016, 0.075, 0.231, 0.040, 0.022, 0.044, 0.039, 0.001, 0.000, -0.001, -0.001, 0.000, 0.011, -0.001, 0.002, 0.000, 0.005, 0.024, 0.010, 0.001, 0.000, 0.000, 0.001, 0.010, -0.002, -0.001, 0.000, 0.001, 0.000, 0.000, 0.000, 0.001, 0.000, 0.000, 0.000, 0.000, 0.008, 0.000, 0.000, 0.000, 0.000, 0.000]
}

---

[2]
{
  "formula": "C45H32BrCdN9O8SSe",
  "method": "ωB97M-V/def2-TZVPD",
  "orbital_gap_ev": 5.6,
  "homo_ev": -2.1,
  "total_charge": -2,
  "e_above_lowest_ev": 3.7027,
  "species": ["Cd", "C", "O", "C", "C", "C", "C", "C", "C", "N", "N", "C", "O", "C", "C", "C", "C", "C", "C", "C", "O", "H", "H", "H", "H", "H", "H", "H", "H", "H", "H", "H", "H", "O", "S", "O", "N", "C", "O", "C", "C", "C", "C", "C", "C", "H", "H", "H", "H", "Br", "C", "C", "C", "C", "C", "C", "C", "O", "O", "H", "H", "H", "H", "C", "C", "N", "C", "C", "C", "C", "C", "C", "C", "C", "N", "C", "N", "H", "H", "H", "H", "H", "H", "H", "H", "H", "Se", "N", "C", "C", "C", "C", "N", "C", "N", "H", "H", "H"],
  "coordinates": [[0.08903, -0.69836, 0.12682], [-1.23514, -2.96592, -3.20398], [-0.96263, -4.29175, -2.74848], [-1.19893, -4.51006, -1.40889], [-1.99641, -5.57191, -1.06104], [-2.25230, -5.87288, 0.28212], [-1.71246, -5.05884, 1.25082], [-0.90528, -3.95802, 0.93037], [-0.33971, -3.20220, 2.03744], [0.20642, -2.05621, 1.92026], [0.82662, -1.50256, 3.02673], [1.79610, -0.70496, 2.62216], [2.17491, -0.50843, 1.42838], [2.51713, 0.02980, 3.71946], [2.04217, 0.04906, 5.02866], [2.71654, 0.76145, 6.00820], [3.87432, 1.46390, 5.69326], [4.35041, 1.44942, 4.38989], [3.67329, 0.73691, 3.40946], [-0.57047, -3.67395, -0.43135], [0.26215, -2.76561, -0.80684], [-1.61183, -3.06410, -4.22608], [-1.98852, -2.47603, -2.58506], [-0.33040, -2.35638, -3.18965], [-2.43052, -6.16183, -1.86062], [-2.88913, -6.70738, 0.54682], [-1.91896, -5.25234, 2.29918], [-0.33768, -3.67039, 3.02670], [1.13500, -0.49588, 5.25152], [2.33179, 0.78028, 7.02153], [4.39434, 2.02898, 6.45843], [5.24371, 2.00665, 4.13199], [4.01277, 0.72780, 2.38217], [-5.38821, -2.42503, -0.37877], [-5.59010, -1.14233, -1.04866], [-6.04595, -0.07160, 0.24178], [-4.21622, -0.46948, -1.47145], [-3.24662, -0.31642, -0.51979], [-2.08035, -0.67966, -0.71255], [-3.69797, 0.16762, 0.81639], [-2.77273, 0.60210, 1.76168], [-3.16995, 1.05793, 3.00511], [-4.52240, 1.06728, 3.32414], [-5.46440, 0.65264, 2.39789], [-5.06291, 0.22784, 1.13525], [-1.72390, 0.63740, 1.50097], [-2.42037, 1.41599, 3.69761], [-4.84992, 1.41042, 4.29934], [-6.52388, 0.65690, 2.62120], [0.72822, 6.04441, 0.36516], [2.04177, 4.67829, 0.14107], [3.29672, 5.12597, -0.25652], [4.31459, 4.21491, -0.48611], [4.06752, 2.85868, -0.32292], [2.80823, 2.42969, 0.06069], [1.76372, 3.32576, 0.30386], [0.41335, 2.73218, 0.74859], [-0.34737, 3.43468, 1.40770], [0.24084, 1.54295, 0.35097], [3.46479, 6.18722, -0.38279], [5.29431, 4.56925, -0.78561], [4.85432, 2.13147, -0.48613], [2.60771, 1.37944, 0.23472], [3.69522, -0.59957, -2.46505], [2.57437, -0.94265, -1.74096], [1.46326, -0.20367, -1.74428], [1.38944, 0.87338, -2.52316], [2.46365, 1.25766, -3.34412], [3.63927, 0.53013, -3.25655], [2.42887, 2.42697, -4.23821], [1.54379, 2.73493, -5.18823], [0.42858, 1.92687, -5.70761], [-0.42523, 2.47027, -6.66042], [-1.43130, 1.65802, -7.15003], [-1.59978, 0.40381, -6.74463], [-0.73383, -0.02142, -5.82438], [0.27245, 0.66240, -5.30445], [4.59121, -1.20223, -2.40364], [2.54241, -1.81521, -1.09958], [0.48015, 1.46046, -2.46512], [4.50257, 0.83282, -3.83982], [3.25852, 3.11808, -4.11072], [1.68521, 3.67528, -5.71234], [-0.31489, 3.49269, -6.99390], [-2.13980, 2.02894, -7.88346], [-0.86740, -1.03495, -5.46232], [-4.78462, 2.23768, -2.10342], [-5.03997, 4.00369, -2.12409], [-3.99481, 4.54188, -1.52321], [-3.78535, 5.93147, -1.27649], [-2.64202, 6.28730, -0.64246], [-1.68260, 5.28647, -0.25919], [-1.81996, 4.01451, -0.45796], [-2.97943, 3.61976, -1.07128], [-3.24260, 2.34424, -1.26744], [-4.52965, 6.65337, -1.58934], [-2.42485, 7.32356, -0.41451], [-0.77054, 5.60062, 0.24178]],
  "atomic_forces_ev_per_a": [[0.115, 0.003, -0.178], [0.018, -0.005, -0.005], [-0.017, -0.007, -0.005], [0.050, 0.003, 0.008], [-0.010, 0.000, 0.012], [0.001, 0.001, -0.010], [-0.025, 0.014, 0.006], [-0.014, 0.034, -0.036], [0.085, -0.059, 0.001], [-0.127, 0.082, 0.088], [-0.027, -0.021, 0.024], [-0.014, -0.050, 0.042], [0.034, 0.091, -0.065], [0.006, 0.004, -0.003], [0.014, -0.015, 0.000], [0.000, 0.003, 0.003], [-0.004, -0.004, 0.002], [0.000, 0.008, -0.008], [-0.020, 0.019, 0.006], [-0.009, -0.055, 0.074], [-0.119, 0.034, -0.059], [-0.006, 0.000, 0.013], [-0.008, 0.009, -0.002], [0.000, 0.002, 0.017], [-0.004, 0.005, 0.003], [0.000, 0.003, -0.001], [0.009, -0.007, 0.000], [0.028, -0.015, -0.008], [0.001, -0.005, 0.001], [0.002, -0.003, 0.000], [0.002, -0.003, 0.000], [0.003, -0.004, 0.000], [0.003, 0.003, -0.003], [-0.065, 0.001, 0.044], [0.086, 0.458, -0.102], [-0.034, -0.246, 0.293], [0.434, -0.180, -0.161], [-0.333, -1.129, 0.429], [0.067, 0.654, -0.192], [0.062, 0.114, -0.017], [-0.011, -0.017, 0.062], [0.045, -0.015, -0.070], [-0.034, -0.001, -0.009], [0.006, 0.070, 0.048], [0.004, 0.089, -0.200], [-0.026, 0.060, -0.029], [-0.038, 0.006, 0.046], [0.003, -0.006, -0.001], [0.005, 0.015, 0.001], [7.182, 1.908, 1.025], [0.442, -0.040, -0.043], [0.033, 0.005, -0.055], [0.003, 0.020, -0.038], [-0.024, -0.005, 0.032], [0.095, 0.031, 0.143], [-0.144, 0.078, 0.011], [-0.217, -0.024, 0.130], [0.873, -0.219, 0.729], [-0.138, 0.045, -0.021], [0.019, -0.010, 0.006], [-0.003, 0.003, -0.001], [0.002, 0.001, -0.002], [-0.037, -0.028, -0.027], [0.121, -0.057, -0.013], [-0.202, -0.155, 0.289], [-0.041, 0.346, -0.259], [0.601, -0.186, -0.113], [-0.296, -0.032, 0.176], [0.052, -0.002, -0.153], [-0.120, 0.028, 0.074], [0.032, 0.005, -0.101], [0.072, -0.067, 0.101], [-0.158, 0.032, -0.057], [0.020, 0.020, 0.083], [-0.031, -0.016, 0.009], [-0.039, -0.014, -0.076], [0.017, 0.049, 0.092], [-0.010, -0.003, 0.017], [0.003, -0.013, -0.025], [-0.007, -0.039, 0.001], [-0.006, 0.032, 0.003], [-0.055, 0.050, 0.075], [0.002, -0.011, 0.014], [0.003, 0.023, -0.011], [0.020, -0.002, -0.035], [0.017, 0.002, -0.005], [-0.261, 0.085, -0.008], [-0.026, 0.172, -0.038], [-0.074, -0.137, -0.081], [0.028, 0.298, 0.005], [-0.385, -0.232, -0.262], [-2.536, -0.496, -0.074], [-0.605, 0.100, -0.917], [0.017, 0.016, 0.007], [0.340, -0.006, -0.174], [-0.048, -0.012, -0.017], [-0.020, 0.080, -0.014], [-4.647, -1.556, -0.462]],
  "mulliken_charge": [5.692, -0.382, -0.567, 0.339, -0.618, -0.699, -0.845, 1.006, -1.065, 0.683, -0.984, -0.186, -0.772, 0.310, -0.278, -0.629, -0.283, -0.752, -0.138, 0.395, -0.964, 0.218, 0.185, 0.080, 0.417, 0.334, 0.333, 0.265, 0.446, 0.353, 0.360, 0.371, 0.360, -0.557, 0.340, -0.672, -0.336, -0.570, -1.448, 1.520, -0.483, -1.319, -0.332, -0.722, 0.366, 0.489, 0.497, 0.353, 0.403, -0.126, 0.314, -0.617, -0.750, -0.892, 0.228, -0.115, -0.397, -0.722, -0.711, 0.398, 0.382, 0.444, 0.543, -1.057, -0.571, 0.520, -0.669, 0.941, -0.490, -1.279, -0.716, 1.169, -0.801, -0.129, -0.632, 0.035, -0.237, 0.413, 0.310, 0.653, 0.494, 0.385, 0.275, 0.359, 0.403, 0.262, 0.324, -0.951, 0.655, -0.753, -0.718, -0.276, 0.179, 0.115, -0.035, 0.420, 0.356, 0.552]
}